The following is a quantum chemistry calculation of an isolated molecule of C5H8O, from the Open Molecules 2025 dataset.

Atoms and positions in Å:
C -1.44053 0.60045 0.44418
O -0.44743 -0.36826 0.68500
C -0.31519 -1.61117 -1.48418
C 0.72278 -0.87747 -1.13390
C 0.76384 -0.16684 -0.02961
C 1.70483 0.72667 0.69503
H -2.42656 0.12959 0.54938
H -1.33389 1.40107 1.18235
H -1.38288 1.03088 -0.56915
H -0.47837 -2.58824 -1.03296
H -1.14499 -1.15217 -2.01779
H 1.83607 0.33059 1.70798
H 2.67621 0.81711 0.21071
H 1.26612 1.72778 0.79295

Computed properties:
SMILES string: C=C=C(C)OC
Total energy: -7358.21654 eV
Relative energy (zero: lowest compared OMol25 entry of this formula, charge and spin): 389.68 kJ/mol
Frontier orbital gap: 9.5 eV
Multiplicity: 1

=====

The following is a quantum chemistry calculation of a structure of composition C44H27N10O2SW, from the Open Molecules 2025 dataset.

Atoms and positions in Å:
W 0.40466 0.03004 -0.79380
C -1.84389 1.37271 -6.81010
C -2.99314 0.69345 -6.35861
C -3.00327 0.03017 -5.14836
C -1.83352 0.06800 -4.39335
C -1.52955 -0.46612 -3.08128
N -2.39138 -1.16879 -2.39112
C -2.13068 -1.68256 -1.20299
C -2.92854 -2.69977 -0.56047
C -4.12374 -3.31368 -0.92252
C -4.59002 -4.32207 -0.10337
C -3.87201 -4.72776 1.03822
C -2.67329 -4.13235 1.37875
C -2.21978 -3.10154 0.56201
C -1.00447 -2.31859 0.58278
N 0.00009 -2.54186 1.41728
C 1.18895 -2.02180 1.28173
N 1.63596 -1.12426 0.30561
C 2.96345 -0.81282 0.61011
N 3.74377 0.05838 0.01890
C 3.37443 0.78430 -1.00743
N 2.12964 0.79060 -1.59471
C 2.27638 1.36758 -2.83644
N 1.40223 1.34841 -3.81076
C 0.27110 0.67493 -3.76801
N -0.21029 -0.13500 -2.75007
C -0.71203 0.75000 -4.82791
C -0.69091 1.41283 -6.05284
C 3.61395 1.93205 -2.95447
C 4.22165 2.66089 -3.96322
C 5.53394 3.05542 -3.75549
C 6.22081 2.70357 -2.58559
C 5.61393 1.94295 -1.60028
C 4.29521 1.57697 -1.80802
C 3.38078 -1.59269 1.74933
C 4.59264 -1.63110 2.42956
C 4.65874 -2.43278 3.55038
C 3.54680 -3.18072 3.98221
C 2.34738 -3.14000 3.29920
C 2.28776 -2.32633 2.17289
N -1.02353 -1.41814 -0.43799
H -1.87012 1.87268 -7.77114
H -3.88547 0.69935 -6.97483
H -3.87807 -0.49931 -4.78997
H -4.65794 -3.00951 -1.81527
H -5.52052 -4.82271 -0.34611
H -4.26619 -5.52980 1.65096
H -2.09849 -4.45285 2.24111
H 0.19816 1.93407 -6.38998
H 3.68790 2.90462 -4.87513
H 6.04231 3.64481 -4.50941
H 7.24440 3.03228 -2.45525
H 6.14026 1.64458 -0.69969
H 5.44263 -1.05084 2.08759
H 5.58096 -2.48565 4.11575
H 3.63763 -3.79697 4.86940
H 1.48444 -3.71456 3.61774
C -3.28610 -0.55481 6.41588
C -2.29260 -0.03180 5.40713
C -1.38792 -0.88571 4.77884
C -0.46676 -0.40349 3.86331
C -0.45996 0.95733 3.56477
C -1.33138 1.83349 4.20221
C -2.23963 1.33116 5.11501
S 0.66035 1.55822 2.36034
O 0.74975 2.97621 2.51933
O 1.83373 0.74183 2.42900
N -0.08514 1.21011 0.90756
C -0.89108 2.15173 0.28280
C -1.62948 3.22929 0.77568
C -2.37178 3.96033 -0.11924
C -2.38468 3.62419 -1.47325
C -1.64145 2.55317 -1.87655
N -0.90879 1.84244 -1.01275
H -3.33243 -1.64424 6.40209
H -4.28692 -0.16349 6.21969
H -3.00770 -0.24285 7.42769
H -1.39812 -1.94647 5.01813
H 0.25074 -1.06796 3.39418
H -1.26727 2.89881 4.02183
H -2.91634 2.01178 5.62282
H -1.59851 3.48754 1.81561
H -2.95226 4.80485 0.23402
H -2.95982 4.18595 -2.19773
H -1.61051 2.24967 -2.91394

Computed properties:
Total energy: -77721.84186 eV
Frontier orbital gap (alpha / beta): 5.0 / 4.8 eV
Multiplicity: 3
Charge: +1

=====

The following is a quantum chemistry calculation of a cluster of 5 separate species, H10O5 in total, from the Open Molecules 2025 dataset.

Atoms and positions in Å:
O -3.07965 0.15352 -0.55276
O 2.68397 -2.60414 -1.63224
O 0.16359 -1.27927 -0.45123
O 1.26280 0.64546 0.91292
O -0.90235 2.21690 1.35762
H -2.59435 -0.36351 0.10200
H 1.81098 -2.29833 -1.37096
H 0.07254 -0.34992 -0.80109
H 2.01909 1.16198 1.19773
H -1.64620 2.10264 0.74839
H -3.15622 -0.45163 -1.31028
H 3.30299 -1.84666 -1.58766
H 0.86163 -1.01290 0.26370
H 0.39604 1.05718 1.10464
H -1.19486 2.86870 2.01923

Computed properties:
Total energy: -10388.56145 eV
Relative energy (zero: lowest compared OMol25 entry of this formula, charge and spin): 121.80 kJ/mol
Frontier orbital gap (alpha / beta): 11.6 / 3.6 eV
Multiplicity: 2
Charge: +1

=====

The following is a quantum chemistry calculation of a structure of composition BaCl4O16, from the Open Molecules 2025 dataset.

Atoms and positions in Å:
Ba 0.56714 -0.28276 0.02829
Cl -0.32038 2.54897 -2.54843
O -1.48799 1.69612 -2.48296
O 0.29579 2.38047 -3.83933
O -0.71061 3.91892 -2.39654
O 0.74704 1.99890 -1.67477
Cl 4.74855 1.10778 -0.43193
O 4.57444 2.28562 -1.26233
O 3.43653 0.41604 -0.23430
O 5.58645 0.12265 -1.05086
O 5.35568 1.39756 0.86562
Cl -3.26034 0.37842 1.74091
O -2.61094 0.02628 2.96315
O -4.45298 -0.28326 1.29900
O -3.56533 1.76101 1.82466
O -2.25242 0.06722 0.69241
Cl -1.34880 -3.93096 1.30157
O -2.67769 -3.76889 0.76619
O -0.83282 -5.22232 1.04592
O -0.46386 -2.93171 0.67931
O -1.32747 -3.68606 2.71443

Computed properties:
Total energy: -83519.15441 eV
Relative energy (zero: lowest compared OMol25 entry of this formula, charge and spin): 54.07 kJ/mol
Frontier orbital gap: 8.7 eV
Multiplicity: 1
Charge: -2